# 1
Computed, not measured: a structure of composition C6H8LaO6 in a non-equilibrium geometry, with wB97M-V/def2-TZVPD.

* highest occupied orbital energy: -0.7228 hartree
* M: 315.03 u
* E_LUMO: -0.521 Ha
* strongest force on any atom: 5.80 eV/A
* charge: +3
* energy above the lowest of the compared OMol25 structures with the same formula, charge and spin: 0.000 eV
* orbital gap: 5.5 eV

Cartesian coordinates (Å):
O 2.522 -1.345 0.973
C 1.782 -0.452 0.486
O 2.271 0.280 -0.452
O 0.565 -0.330 0.933
C -0.256 0.780 0.516
C -0.478 0.787 -0.961
C -0.363 1.891 -1.702
C -0.581 1.885 -3.177
La 4.753 -0.794 0.471
H 0.181 1.720 0.875
H -1.202 0.616 1.046
H -0.691 -0.179 -1.428
H -0.118 2.855 -1.247
H -1.375 2.576 -3.475
H -0.781 0.881 -3.569
O 0.578 2.400 -3.904
C 1.768 1.944 -3.792
O 2.386 1.764 -4.897
H 2.895 0.845 -4.623
O 2.103 0.983 -2.993
H 1.762 0.894 -1.932

These are the Mulliken partial charges, in e, on atoms 1 to 6: O -0.741; C 1.167; O -0.939; O -0.227; C -0.550; C -0.001



# 2
Computed, not measured: a structure of composition C6H8LiO6Pb in a non-equilibrium geometry, with wB97M-V/def2-TZVPD.

* highest occupied orbital energy (spin up / spin down): -0.1733 / -0.2844 hartree
* ⟨S²⟩: 0.753
* M: 390.26 u
* E_LUMO (spin up / spin down): -0.023 / -0.021 Ha
* 2S+1: 2
* strongest force on any atom: 5.22 eV/A
* charge: 0
* energy above the lowest of the compared OMol25 structures with the same formula, charge and spin: 0.116 eV
* orbital gap (spin up / spin down): 4.1 / 7.2 eV

Cartesian coordinates (Å):
O 0.993 0.638 -0.231
O -1.481 0.850 1.548
C 0.361 1.513 -1.160
C -0.786 2.320 -0.580
O -2.023 1.608 -0.453
C -2.387 0.928 0.676
H 0.015 0.928 -2.024
H 1.086 2.240 -1.558
H -0.999 3.141 -1.276
H -0.495 2.769 0.381
O 0.458 -1.581 0.542
C -0.764 -2.204 0.125
C -0.945 -1.671 -1.292
O 0.394 -1.364 -1.686
C 1.149 -1.098 -0.595
H -0.631 -3.292 0.153
H -1.570 -1.900 0.802
H -1.554 -0.757 -1.317
H -1.349 -2.411 -1.988
O 2.389 -1.258 -0.654
Li 2.999 0.484 -0.364
Pb 0.456 0.485 1.880

These are the natural (NBO) partial charges, in e, on atoms 1 to 6: O -0.880; O -0.896; C -0.100; C -0.143; O -0.569; C 0.449



# 3
Computed, not measured: the ion C6H8N with charge +1 in a non-equilibrium geometry, with wB97M-V/def2-TZVPD.

* highest occupied orbital energy: -0.5003 hartree
* M: 94.14 u
* E_LUMO: -0.178 Ha
* strongest force on any atom: 3.98 eV/A
* SMILES string: C1=CC[C@H]2[NH2+]C2=C1
* charge: +1
* energy above the lowest of the compared OMol25 structures with the same formula, charge and spin: 4.883 eV
* orbital gap: 8.8 eV

Cartesian coordinates (Å):
C 1.331 0.840 -1.018
C 0.154 1.441 -0.729
C -0.919 0.723 -0.005
C -0.317 -0.171 1.080
N -0.256 -1.698 0.902
C 0.893 -0.828 0.560
C 1.531 -0.565 -0.588
H 2.153 1.340 -1.588
H -0.086 2.400 -1.369
H -1.854 1.377 0.213
H -1.431 0.142 -0.895
H -0.490 0.110 2.075
H -0.071 -2.334 1.659
H -0.833 -1.843 0.046
H 1.969 -1.385 -1.293

These are the natural (NBO) partial charges, in e, on atoms 1 to 6: C -0.260; C -0.104; C -0.514; C -0.048; N -0.551; C 0.071



# 4
Computed, not measured: a structure of composition C6H8N in a non-equilibrium geometry, with wB97M-V/def2-TZVPD.

* highest occupied orbital energy (spin up / spin down): -0.5406 / -0.5406 hartree
* M: 94.14 u
* E_LUMO (spin up / spin down): -0.215 / -0.215 Ha
* strongest force on any atom: 3.80 eV/A
* charge: +1
* energy above the lowest of the compared OMol25 structures with the same formula, charge and spin: 6.866 eV
* orbital gap (spin up / spin down): 8.9 / 8.9 eV

Cartesian coordinates (Å):
C -1.587 0.669 0.394
C -0.298 0.217 1.081
C -0.265 -0.670 -0.951
C 0.656 0.014 0.008
C -0.350 -1.294 0.492
C 2.129 0.056 -0.146
N -1.570 -0.287 -0.694
H -2.508 0.578 0.911
H -1.513 1.747 0.141
H -0.259 0.463 2.105
H 0.171 -1.034 -1.928
H 2.720 -0.658 0.326
H 2.535 0.945 0.355
H 2.596 -0.007 -1.126
H -2.456 -0.738 -0.969

These are the natural (NBO) partial charges, in e, on atoms 1 to 6: C -0.202; C -0.263; C -0.070; C 0.089; C 0.184; C -0.684